a:
Below is C4H6OS as an isolated structure, with properties calculated with ωB97M-V/def2-TZVPD.

## Properties
Kohn-Sham gap   9.9 eV
HOMO level   -0.343 Ha
Total charge   0
2S+1   1
LUMO   0.614 eV

Each line ends with the Löwdin charge.
Atoms and positions in Å:
C (1.082, -0.995, -1.023)  -0.158
C (0.249, 0.330, -0.880)  -0.699
C (-0.342, 1.073, -1.851)  0.004
C (-0.762, -0.395, 1.321)  -0.596
H (0.079, -1.631, -0.728)  0.094
H (1.848, -1.021, 0.096)  0.131
H (1.801, -1.281, -1.964)  0.107
H (-0.687, 2.050, -1.689)  0.034
H (-0.427, 0.581, -2.851)  0.084
H (-1.413, -0.221, 2.374)  0.141
O (-1.068, -1.468, 0.800)  -0.080
S (0.374, 0.824, 0.810)  0.938

---

b:
Below is a 2-piece molecular cluster, C4H6OS overall, with properties calculated with ωB97M-V/def2-TZVPD.

## Properties
Kohn-Sham gap   10.0 eV
HOMO level   -0.335 Ha
Total charge   0
2S+1   1
LUMO   0.890 eV

Each line ends with the Löwdin charge.
Atoms and positions in Å:
C (1.221, -0.958, 0.247)  -0.067
C (0.038, -1.143, -0.611)  -0.125
C (-0.984, -1.207, 0.271)  -0.199
O (-0.610, -0.881, 1.524)  -0.028
C (0.748, -0.612, 1.440)  -0.128
H (2.290, -0.865, 0.075)  0.113
H (0.056, -1.434, -1.607)  0.084
H (-2.082, -1.132, 0.262)  0.143
H (1.173, -0.513, 2.372)  0.099
S (-0.590, 1.784, -1.090)  0.509
H (-1.055, 2.957, -0.472)  -0.167
H (-0.873, 1.038, -0.018)  -0.232

---

c:
Below is C4H6OS as an isolated structure, with properties calculated with ωB97M-V/def2-TZVPD.

## Properties
Kohn-Sham gap   9.6 eV
HOMO level   -0.321 Ha
Total charge   0
2S+1   1
LUMO   0.883 eV

Each line ends with the Löwdin charge.
Atoms and positions in Å:
C (0.450, 1.155, -0.299)  -0.161
C (-0.835, 1.060, -0.531)  -0.168
C (1.060, 0.094, 0.475)  -0.051
C (-0.663, -0.882, 0.597)  -0.604
O (-1.523, 0.063, 0.041)  -0.145
S (-0.699, -2.335, -0.362)  0.815
H (1.019, 1.854, -0.774)  0.074
H (-1.501, 1.698, -1.105)  0.132
H (1.790, -0.427, -0.120)  0.070
H (1.463, 0.361, 1.480)  0.099
H (-0.874, -0.849, 1.620)  0.074
H (0.313, -1.792, -1.022)  -0.135

---

b has the most favorable energy; the next structure is 0.0372 hartree above.

---

a:
Below is one molecule with the formula C3H9N3O2, with properties calculated with ωB97M-V/def2-TZVPD.

## Properties
Kohn-Sham gap   9.0 eV
HOMO level   -0.305 Ha
Total charge   0
2S+1   1
LUMO   0.708 eV

Each line ends with the Löwdin charge.
Atoms and positions in Å:
C (1.940, -0.040, -1.070)  0.044
C (1.776, -0.252, 0.232)  -0.456
O (2.614, -1.087, 0.911)  0.061
N (0.790, 0.379, 1.008)  0.037
N (-0.505, 0.594, 0.545)  -0.213
O (-0.488, 1.737, -0.358)  -0.034
N (-1.039, -0.512, -0.091)  -0.088
C (-2.478, -0.416, -0.230)  -0.108
H (2.722, -0.545, -1.601)  0.057
H (1.323, 0.657, -1.603)  0.046
H (2.320, -1.204, 1.821)  0.101
H (0.761, 0.100, 1.981)  0.132
H (-0.610, 2.510, 0.203)  0.091
H (-0.590, -0.704, -0.989)  0.106
H (-2.793, 0.394, -0.896)  0.072
H (-2.903, -0.248, 0.758)  0.077
H (-2.840, -1.364, -0.621)  0.077

---

b:
Below is one molecule with the formula C3H9N3O2, with properties calculated with ωB97M-V/def2-TZVPD.

## Properties
Kohn-Sham gap   10.1 eV
HOMO level   -0.348 Ha
Total charge   0
2S+1   1
LUMO   0.642 eV

Each line ends with the Löwdin charge.
Atoms and positions in Å:
C (1.600, -1.116, 0.986)  -0.081
N (1.054, -0.097, 0.049)  -0.351
C (2.052, 0.684, -0.689)  -0.071
N (-0.017, -0.591, -0.768)  0.072
C (-1.226, -0.361, -0.135)  -0.571
O (-2.082, -1.224, -0.344)  0.028
N (-1.451, 0.725, 0.685)  0.062
O (-0.606, 1.817, 0.165)  -0.105
H (0.657, -1.650, 1.376)  0.091
H (1.977, -0.574, 2.086)  0.148
H (2.398, -1.821, 0.524)  0.092
H (1.423, 1.503, -1.116)  0.099
H (2.558, 0.022, -1.417)  0.089
H (2.822, 1.075, -0.073)  0.072
H (0.171, -1.415, -1.418)  0.189
H (-2.469, 1.134, 0.451)  0.208
H (0.306, 1.484, 0.294)  0.028

---

a has the most favorable energy; the next structure is 0.0024 hartree above.

---

a:
Below is C3H9N3O2 as an isolated structure, with properties calculated with ωB97M-V/def2-TZVPD.

## Properties
Kohn-Sham gap   8.6 eV
HOMO level   -0.322 Ha
Total charge   0
2S+1   1
LUMO   -0.199 eV

Each line ends with the Löwdin charge.
Atoms and positions in Å:
C (-1.449, 0.201, -0.208)  -0.534
C (1.134, -0.933, 0.317)  -0.170
C (2.520, 0.031, 0.082)  -0.264
H (-3.189, -0.338, 0.607)  -0.049
H (-3.438, 0.849, -0.964)  0.269
H (-1.041, 2.108, 0.210)  0.154
H (-1.706, -1.875, -0.329)  0.211
H (0.656, -0.301, 1.193)  0.139
H (1.474, -1.963, 0.520)  0.099
H (2.941, 0.191, 1.331)  0.165
H (3.411, -0.589, -0.849)  0.181
H (1.022, 1.659, -0.540)  0.113
N (-2.860, 0.522, 0.370)  0.068
N (-0.594, 1.208, -0.410)  0.045
N (-1.054, -1.024, -0.326)  -0.044
O (0.166, -1.025, -0.717)  -0.139
O (2.007, 1.279, -0.286)  -0.244

---

b:
Below is a 2-piece molecular cluster, C3H9N3O2 overall, with properties calculated with ωB97M-V/def2-TZVPD.

## Properties
Kohn-Sham gap   10.3 eV
HOMO level   -0.360 Ha
Total charge   0
2S+1   1
LUMO   0.531 eV

Each line ends with the Löwdin charge.
Atoms and positions in Å:
C (-0.526, -0.480, -1.567)  -0.121
N (0.184, 0.318, -0.564)  -0.035
C (0.471, 1.543, -0.847)  -0.247
N (0.246, 2.186, -2.107)  0.023
H (-1.213, -1.219, -1.023)  0.086
H (0.159, -1.043, -2.185)  0.074
H (-1.127, 0.215, -2.166)  0.064
H (1.132, 2.145, -0.200)  0.113
H (-0.275, 3.050, -2.074)  0.076
H (1.124, 2.516, -2.476)  0.072
N (0.800, -1.164, 1.965)  0.134
C (-0.366, -1.341, 2.676)  -0.643
O (-0.542, -0.903, 3.803)  0.061
O (-1.354, -1.967, 1.979)  0.077
H (1.529, -0.637, 2.512)  0.133
H (0.707, -0.775, 1.061)  0.013
H (-0.949, -2.444, 1.213)  0.118

---

b has the most favorable energy; the next structure is 0.3258 hartree above.